Computed, not measured: a structure of composition C35H35N3O3P2Sc in a non-equilibrium geometry, with ωB97M-V/def2-TZVPD.

Geometry as ORCA input:
```
! RIJCOSX wB97M-V def2-TZVPD def2/J DEFGRID3
* xyz 1 1
C -1.097 3.585 -4.335
C -0.902 2.303 -3.846
C 0.431 1.799 -3.720
C 1.508 2.560 -4.297
C 1.264 3.883 -4.760
C -0.025 4.397 -4.728
C 2.764 1.953 -4.372
C 2.891 0.569 -4.215
C 1.798 -0.135 -3.604
C 1.860 -1.568 -3.571
C 3.011 -2.222 -3.981
C 4.125 -1.516 -4.459
C 4.061 -0.143 -4.608
H -2.117 3.963 -4.394
H 2.114 4.441 -5.171
H -0.226 5.416 -5.056
H 3.623 2.522 -4.739
H 3.036 -3.312 -3.927
H 5.023 -2.071 -4.734
H 4.872 0.427 -5.078
N 0.708 0.576 -3.123
Sc 0.392 0.510 -1.027
C -2.086 1.472 -3.410
H -2.104 0.473 -3.877
H -3.040 1.985 -3.587
C 0.674 -2.354 -3.074
H -0.270 -2.089 -3.579
H 0.852 -3.440 -3.119
P -2.024 1.276 -1.605
P 0.536 -1.997 -1.294
C 1.784 -3.111 -0.652
H 1.739 -3.078 0.443
H 1.587 -4.125 -1.017
H 2.775 -2.780 -0.994
C -1.042 -2.772 -0.905
H -0.931 -3.844 -1.113
H -1.250 -2.628 0.170
H -1.842 -2.317 -1.510
C -2.293 2.966 -1.043
H -3.303 3.257 -1.341
H -2.188 3.002 0.047
H -1.566 3.659 -1.478
C -3.460 0.320 -1.127
H -3.392 0.114 -0.053
H -4.343 0.922 -1.354
H -3.468 -0.627 -1.675
C 2.367 -0.140 -0.187
O 3.165 -0.646 0.528
H 2.396 1.055 -0.812
O 0.294 1.790 0.636
C -0.094 0.862 1.453
N -0.576 1.050 2.721
C -0.693 -0.283 3.407
C -0.711 -1.151 2.151
O -1.076 -2.326 2.071
N -0.261 -0.409 1.054
C 0.589 -0.535 4.204
C 1.577 -1.437 3.801
C 2.790 -1.466 4.511
C 2.989 -0.672 5.636
C 1.952 0.152 6.076
C 0.755 0.229 5.369
C -1.950 -0.426 4.285
C -1.934 -1.136 5.513
C -3.112 -1.279 6.275
C -4.323 -0.774 5.807
C -4.341 -0.061 4.607
C -3.166 0.126 3.858
H -0.247 1.908 3.160
H 1.387 -2.145 2.997
H 3.566 -2.153 4.162
H 3.944 -0.695 6.158
H 2.064 0.740 6.981
H -0.075 0.810 5.756
H -0.995 -1.553 5.902
H -3.045 -1.794 7.243
H -5.230 -0.948 6.373
H -5.274 0.366 4.255
H -3.189 0.720 2.939
*
```

Its total energy is -86751.2524 eV. The HOMO energy (alpha / beta) comes out at -9.88 / -9.88 eV. The frontier orbital gap (alpha / beta) comes out at 0.19980 / 0.19984 Eh.